{"formula": "C4H8N2O2", "method": "ωB97M-V/def2-TZVPD", "symbols": ["H", "N", "C", "C", "N", "H", "H", "H", "C", "O", "C", "O", "H", "H", "H", "H"], "xyz": [[1.36514, -0.75778, -1.97464], [1.65949, 0.09776, -1.51154], [1.07081, 0.43057, -0.45948], [0.89614, -0.74073, 0.97376], [1.75738, -1.65477, 1.14304], [2.13988, -1.98714, 0.24882], [1.25312, 1.35463, 0.08623], [0.47752, -0.24926, 1.86149], [-1.49040, 1.50883, 0.00154], [-0.94382, 0.39899, -0.71962], [-0.97827, -0.97143, -0.06116], [-1.86500, -1.30372, 0.68255], [-0.76898, 1.92295, 0.71010], [-2.41291, 1.24283, 0.51623], [-1.66742, 2.32911, -0.69343], [-0.49269, -1.62087, -0.80387]], "forces_ev_per_a": [[0.366, -0.367, 0.343], [-0.979, 0.972, -0.098], [2.144, -2.875, 1.777], [1.762, 1.772, -0.746], [-0.994, 0.032, -0.363], [0.100, 0.252, 0.044], [-0.316, 0.254, -0.335], [-0.125, -0.217, -0.055], [-0.077, 0.063, 0.146], [-0.667, -1.255, 1.261], [-3.289, 1.138, -1.905], [1.876, 0.844, -0.410], [-0.015, -0.337, 0.252], [0.052, -0.056, -0.029], [-0.177, -0.337, -0.300], [0.339, 0.116, 0.418]], "relative_energy_kj_mol": 597.5, "homo_ha": -0.3250, "smiles": "[H]/N=C\\C=N/[H].COC=O", "largest_force_ev_per_a": 4.00, "gap_ev": 8.3}